A cluster of 12 separate species, C3H32N2O11 in total at a distorted geometry. Source: the Open Molecules 2025 dataset; level of theory: the ωB97M-V functional and the def2-TZVPD basis.

```
48
Properties=species:S:1:pos:R:3
N 1.439 -1.111 1.462
C 0.349 -1.427 0.533
C -0.299 -0.161 -0.068
C -1.343 -0.505 -1.154
N -2.198 0.701 -1.388
H 1.135 -0.574 2.249
H 2.179 -0.611 0.988
H 0.791 -2.088 -0.253
H -0.419 -1.994 1.121
H 0.478 0.416 -0.502
H -0.738 0.495 0.744
H -0.800 -0.722 -2.064
H -1.958 -1.431 -0.883
H -2.762 0.901 -0.613
H -2.769 0.617 -2.143
O -1.087 -0.263 3.454
H -0.533 0.464 3.180
H -0.806 -0.526 4.312
O 2.016 2.212 -2.536
H 2.730 2.819 -2.533
H 2.336 1.412 -2.105
O -0.512 -3.318 -1.866
H -1.053 -3.715 -2.542
H -0.966 -3.366 -1.014
O -0.210 2.885 -1.231
H -0.856 2.240 -1.462
H 0.532 2.768 -1.785
O 0.489 1.748 2.742
H 1.170 1.728 2.060
H -0.037 2.516 2.368
O -2.113 -3.543 0.259
H -1.838 -4.217 0.909
H -2.378 -2.757 0.741
O 2.899 0.079 -1.163
H 2.400 -0.688 -1.558
H 3.836 -0.279 -1.177
O -0.743 3.667 1.294
H -0.478 3.423 0.363
H -1.548 4.031 1.253
O -2.785 -1.385 1.691
H -2.755 -0.603 1.023
H -2.164 -1.106 2.416
O 1.675 -1.902 -2.526
H 0.906 -2.358 -2.185
H 1.474 -1.723 -3.460
O 2.128 1.918 0.631
H 2.454 1.224 0.012
H 1.463 2.354 0.167
```

Gap between HOMO and LUMO (eV): 8.852
SMILES string: NCCCN.O.O.O.O.O.O.O.O.O.O.O
Total charge: 0
LUMO energy (eV): 0.2354
ΔE to the lowest compared entry with this formula, charge and spin (eV): 0.000
Multiplicity: 1
Largest force on an atom (eV Å⁻¹): 5.4
Energy (eV): -29134.566

An isolated molecule of C4H9NO2 at a distorted geometry. Source: the Open Molecules 2025 dataset; level of theory: the ωB97M-V functional and the def2-TZVPD basis.

```
16
Properties=species:S:1:pos:R:3
C 1.520 -0.720 -1.247
C 0.537 0.174 -0.514
O 1.231 0.914 0.497
C -0.558 -0.688 0.152
N -1.163 0.021 1.286
C -2.075 1.004 1.030
O -2.491 1.283 -0.064
H 1.042 -1.272 -2.060
H 2.367 -0.127 -1.597
H 1.941 -1.526 -0.638
H 0.023 0.889 -1.151
H 2.166 0.804 0.347
H -0.152 -1.640 0.472
H -1.384 -0.757 -0.555
H -0.572 0.164 2.086
H -2.431 1.476 1.957
```

Gap between HOMO and LUMO (eV): 10.418
SMILES string: C[C@H](O)CNC=O
Total charge: 0
LUMO energy (eV): 0.8364
ΔE to the lowest compared entry with this formula, charge and spin (eV): 1.052
Multiplicity: 1
Largest force on an atom (eV Å⁻¹): 1.5
Energy (eV): -9879.009

A cluster of 2 separate species, C7H10N2S in total at a distorted geometry. Source: the Open Molecules 2025 dataset; level of theory: the ωB97M-V functional and the def2-TZVPD basis.

```
20
Properties=species:S:1:pos:R:3
H 2.763 -1.344 -0.634
N 1.920 -1.347 -1.068
C 0.879 -1.444 -0.361
C 0.876 -1.666 1.127
N -0.201 -1.513 -1.187
C -1.397 -1.446 -1.161
S -2.912 -1.263 -1.464
H 1.968 -1.553 1.426
H 0.554 -2.555 1.627
H 0.355 -0.796 1.433
C -1.475 0.063 1.392
C -1.234 0.832 0.461
C -0.905 1.748 -0.597
C 0.467 2.280 -0.262
H -1.892 -0.504 2.225
H -0.544 1.012 -1.374
H -1.676 2.417 -0.985
H 0.559 2.803 0.724
H 0.833 2.896 -1.106
H 1.062 1.379 -0.219
```

Gap between HOMO and LUMO (eV): 9.749
SMILES string: [H]/N=C(\C)N=C=S.C#CCC
Total charge: 0
LUMO energy (eV): 0.6167
ΔE to the lowest compared entry with this formula, charge and spin (eV): 3.371
Multiplicity: 1
Largest force on an atom (eV Å⁻¹): 4.3
Energy (eV): -21232.543

An isolated molecule of C4H4ClN3 at a distorted geometry. Source: the Open Molecules 2025 dataset; level of theory: the ωB97M-V functional and the def2-TZVPD basis.

```
12
Properties=species:S:1:pos:R:3
C 1.870 1.415 0.217
N 0.820 1.437 -0.483
N -0.112 0.484 -0.246
N -1.405 0.806 -0.280
C -2.026 -0.313 -0.078
C -1.123 -1.439 0.043
C 0.100 -0.851 -0.106
Cl 1.638 -1.588 -0.272
H 2.619 2.167 -0.058
H 2.068 0.753 1.064
H -3.114 -0.387 -0.067
H -1.334 -2.484 0.265
```

Gap between HOMO and LUMO (eV): 9.945
SMILES string: C=Nn1nccc1Cl
Total charge: 0
LUMO energy (eV): 0.6545
ΔE to the lowest compared entry with this formula, charge and spin (eV): 2.904
Multiplicity: 1
Largest force on an atom (eV Å⁻¹): 2.5
Energy (eV): -21203.211

A cluster of 12 separate species, C36H72O30S6 in total at a distorted geometry. Source: the Open Molecules 2025 dataset; level of theory: the ωB97M-V functional and the def2-TZVPD basis.

```
144
Properties=species:S:1:pos:R:3
O 6.716 -9.303 8.946
S 7.294 -8.738 7.717
O 6.934 -7.348 7.335
O 8.927 -9.043 7.737
C 9.297 -10.161 6.949
C 8.180 -10.331 5.950
O 7.000 -9.760 6.450
H 10.326 -9.899 6.704
H 9.307 -11.011 7.632
H 8.147 -11.410 5.801
H 8.631 -9.791 5.117
O 10.873 -12.804 9.283
S 11.374 -11.835 10.260
O 12.476 -12.196 11.091
O 11.695 -10.373 9.472
C 11.252 -9.301 10.189
C 9.919 -9.819 10.729
O 10.150 -11.126 11.179
H 12.072 -9.096 10.877
H 11.055 -8.548 9.425
H 9.096 -9.773 10.016
H 9.535 -9.194 11.536
O 14.383 -7.434 9.529
S 15.270 -6.622 8.657
O 14.625 -5.903 7.596
O 16.160 -5.602 9.612
C 17.119 -6.401 10.266
C 17.633 -7.458 9.242
O 16.615 -7.423 8.269
H 17.898 -5.769 10.692
H 16.624 -6.754 11.171
H 17.739 -8.423 9.738
H 18.612 -7.131 8.893
O 7.643 -2.563 3.262
S 7.864 -3.319 2.052
O 8.531 -4.632 2.143
O 6.542 -3.410 1.022
C 6.973 -3.443 -0.323
C 8.159 -2.499 -0.374
O 8.679 -2.409 0.968
H 7.218 -4.467 -0.608
H 6.150 -3.133 -0.967
H 7.786 -1.530 -0.703
H 9.023 -2.759 -0.986
O 13.852 -2.005 1.668
S 12.362 -1.961 1.607
O 11.555 -2.849 2.427
O 11.830 -0.381 1.611
C 11.597 0.263 0.339
C 12.073 -0.792 -0.698
O 11.835 -2.020 -0.016
H 10.540 0.528 0.311
H 12.145 1.205 0.324
H 13.115 -0.677 -0.997
H 11.501 -0.619 -1.610
O 5.810 -4.053 8.356
S 6.193 -2.685 8.060
O 5.248 -1.569 8.389
O 7.768 -2.415 8.635
C 8.729 -2.147 7.659
C 8.030 -2.441 6.360
O 6.664 -2.424 6.453
H 8.970 -1.140 8.001
H 9.628 -2.752 7.775
H 8.361 -3.408 5.983
H 8.191 -1.609 5.674
C 14.147 -11.103 6.884
C 14.038 -12.523 7.439
C 15.468 -12.706 7.928
O 15.965 -11.410 8.244
C 14.975 -10.432 8.032
H 13.160 -10.651 6.795
H 14.485 -10.977 5.855
H 13.628 -13.157 6.653
H 13.271 -12.573 8.212
H 16.117 -13.087 7.140
H 15.445 -13.423 8.748
H 15.388 -9.479 7.703
H 14.453 -10.281 8.977
C 13.759 -2.034 6.120
C 13.577 -0.533 6.242
C 12.237 -0.388 6.988
O 11.489 -1.622 6.725
C 12.292 -2.475 5.947
H 14.195 -2.377 7.058
H 14.432 -2.373 5.333
H 13.451 -0.185 5.216
H 14.329 0.116 6.690
H 11.569 0.425 6.706
H 12.398 -0.252 8.058
H 12.036 -2.484 4.888
H 12.126 -3.482 6.332
C 7.158 -8.456 1.642
C 8.576 -8.197 1.035
C 9.289 -9.508 1.531
O 8.241 -10.526 1.425
C 6.975 -9.993 1.714
H 6.403 -7.988 1.008
H 7.095 -7.989 2.625
H 9.066 -7.279 1.360
H 8.541 -8.274 -0.052
H 9.561 -9.554 2.585
H 10.160 -9.759 0.927
H 6.797 -10.427 2.698
H 6.228 -10.288 0.976
C 7.825 -6.033 12.104
C 7.538 -6.155 10.652
C 8.860 -6.021 10.026
O 9.753 -6.641 10.931
C 9.212 -6.729 12.245
H 6.998 -6.424 12.697
H 7.968 -5.042 12.535
H 6.734 -5.544 10.243
H 7.232 -7.180 10.444
H 9.102 -4.960 9.973
H 8.901 -6.530 9.063
H 9.851 -6.141 12.904
H 8.899 -7.681 12.674
C 16.335 -4.409 3.636
C 15.219 -5.436 3.930
C 14.454 -5.535 2.573
O 15.445 -5.297 1.634
C 16.518 -4.464 2.093
H 17.317 -4.695 4.012
H 16.147 -3.403 4.011
H 14.508 -5.110 4.688
H 15.730 -6.382 4.110
H 13.644 -4.819 2.437
H 14.037 -6.527 2.401
H 16.207 -3.504 1.681
H 17.522 -4.668 1.719
C 11.916 -7.231 5.868
C 11.241 -7.312 4.500
C 10.520 -5.922 4.356
O 10.057 -5.743 5.716
C 10.915 -6.391 6.650
H 12.876 -6.719 5.794
H 12.038 -8.224 6.300
H 10.494 -8.105 4.542
H 11.914 -7.493 3.662
H 9.617 -6.006 3.752
H 11.120 -5.060 4.063
H 10.287 -7.090 7.202
H 11.422 -5.834 7.438
```

Gap between HOMO and LUMO (eV): 9.210
SMILES string: O=S1(=O)OCCO1.O=S1(=O)OCCO1.O=S1(=O)OCCO1.O=S1(=O)OCCO1.O=S1(=O)OCCO1.O=S1(=O)OCCO1.C1CCOC1.C1CCOC1.C1CCOC1.C1CCOC1.C1CCOC1.C1CCOC1
Total charge: 0
LUMO energy (eV): -0.0242
ΔE to the lowest compared entry with this formula, charge and spin (eV): 5.024
Multiplicity: 1
Largest force on an atom (eV Å⁻¹): 5.2
Energy (eV): -164922.037

A cluster of 2 separate species, C2H6N2O in total at a distorted geometry. Source: the Open Molecules 2025 dataset; level of theory: the ωB97M-V functional and the def2-TZVPD basis.

```
11
Properties=species:S:1:pos:R:3
N -1.970 2.427 -1.656
C -2.553 1.631 -2.626
O -2.651 1.984 -3.771
H -1.696 3.331 -1.980
H -2.346 2.369 -0.720
H -2.877 0.638 -2.291
C 2.559 -2.526 2.891
N 2.908 -2.144 1.753
H 1.557 -2.357 3.283
H 3.180 -3.084 3.602
H 3.890 -2.270 1.512
```

Gap between HOMO and LUMO (eV): 11.095
SMILES string: NC=O.C=N
Total charge: 0
LUMO energy (eV): 1.0621
ΔE to the lowest compared entry with this formula, charge and spin (eV): 1.656
Multiplicity: 1
Largest force on an atom (eV Å⁻¹): 1.2
Energy (eV): -7198.132

The ion C4H7ClN with charge +1 at a distorted geometry. Source: the Open Molecules 2025 dataset; level of theory: the ωB97M-V functional and the def2-TZVPD basis.

```
13
Properties=species:S:1:pos:R:3
C -0.929 -1.403 0.003
N -0.988 -0.138 0.027
C -0.034 0.894 -0.064
C 1.323 0.202 -0.361
C 2.438 0.532 0.257
Cl 3.917 -0.329 -0.010
H -1.670 -2.154 -0.087
H -0.078 -2.008 -0.097
H -1.892 0.245 0.215
H -0.156 1.479 0.826
H -0.289 1.557 -0.889
H 1.184 -0.700 -1.085
H 2.572 1.241 1.088
```

Gap between HOMO and LUMO (eV): 8.207
SMILES string: C=[NH+]C/C=C/Cl
Total charge: +1
LUMO energy (eV): -5.4712
ΔE to the lowest compared entry with this formula, charge and spin (eV): 2.140
Multiplicity: 1
Largest force on an atom (eV Å⁻¹): 3.4
Energy (eV): -18264.887

It is found that the HOMO energy values, taken in the order of the records, are -8.62; -9.58; -9.13; -9.29; -9.23; -10.03; -13.68 eV.